(1)
Density functional theory data (ωB97M-V/def2-TZVPD) for a 2-piece molecular cluster, C54H59N3O5S2 overall at a distorted geometry.

Positions of all 123 atoms, in Å:
C -1.78200 -2.06869 -0.73811
C -2.21217 -1.61361 0.65741
C -3.00116 -2.68692 1.40043
C -2.94296 -0.27188 0.55673
C -4.31767 -0.22833 0.33918
C -4.96417 0.97406 0.07909
C -4.23405 2.15583 -0.00540
C -2.85363 2.15069 0.20196
C -2.08332 3.47099 0.08015
C -2.38546 4.39754 1.25821
C -2.34637 4.15772 -1.26394
C -2.22579 0.93343 0.54286
N -0.80474 0.88654 0.78954
N 0.02871 0.96035 -0.26996
N 1.26417 0.78852 0.24728
C 2.42076 0.73810 -0.61474
C 2.97709 1.95851 -1.03180
C 2.25371 3.28018 -0.76832
C 1.13947 3.41958 -1.80067
C 3.19944 4.48635 -0.75779
C 4.13580 1.93834 -1.80894
C 4.68484 0.72668 -2.21466
C 4.09210 -0.47547 -1.85230
C 2.96936 -0.50008 -1.02076
C 2.37539 -1.88740 -0.70174
C 3.45636 -2.89725 -0.28620
C 1.62021 -2.41859 -1.92234
C 1.22618 0.73523 1.63274
C 2.42735 1.03553 2.38747
C 2.46891 2.13358 3.29122
C 3.67145 2.52774 3.87292
C 4.84537 1.80555 3.63640
C 4.81494 0.69360 2.78378
C 3.62302 0.30537 2.18320
C -0.11510 0.62009 1.99802
C -0.72363 0.30955 3.21978
H -1.22844 -1.26796 -1.24451
H -1.13590 -2.95418 -0.69912
H -2.66232 -2.31028 -1.35010
H -1.31014 -1.42926 1.24938
H -3.33559 -2.30714 2.37188
H -3.88039 -3.02896 0.83954
H -2.36096 -3.55784 1.58750
H -4.87137 -1.16477 0.36667
H -6.05035 0.98587 -0.04066
H -4.73956 3.10018 -0.22800
H -1.02137 3.19855 0.11543
H -2.13338 3.89217 2.19809
H -1.78962 5.31545 1.18810
H -3.45013 4.66885 1.28491
H -2.06509 3.49090 -2.08793
H -3.40648 4.41566 -1.38320
H -1.75531 5.07762 -1.35778
H 1.79108 3.23355 0.23005
H 0.44747 2.57090 -1.72059
H 0.57020 4.34673 -1.66306
H 1.56156 3.41306 -2.81630
H 4.01778 4.32240 -0.04562
H 3.62635 4.66456 -1.75227
H 2.66000 5.38932 -0.44837
H 4.58238 2.88167 -2.12819
H 5.58108 0.71992 -2.83790
H 4.49305 -1.42309 -2.22237
H 1.67076 -1.77602 0.13443
H 4.09586 -2.49523 0.50687
H 2.99976 -3.82176 0.08679
H 4.09510 -3.16503 -1.13695
H 0.91522 -1.66986 -2.30097
H 2.32329 -2.66085 -2.73072
H 1.05694 -3.32780 -1.68025
H 1.53141 2.64510 3.51338
H 3.69128 3.40156 4.52410
H 5.78765 2.09345 4.10290
H 5.72481 0.12405 2.59746
H 3.56921 -0.59598 1.57022
H -0.06483 0.24864 4.07861
H -1.80372 0.23268 3.25637
C -3.25755 -7.49824 5.51096
O -3.23318 -6.29764 4.70112
C -3.15351 -5.09600 5.32614
C -2.98075 -3.94826 4.51048
C -2.57579 -2.75163 5.06132
C -2.37656 -2.62520 6.46211
C -1.75663 -1.48180 7.08249
C -1.53068 -1.47843 8.45483
S -1.87603 -0.11217 9.58317
C -3.54742 -0.19199 10.28926
C -4.53974 0.65283 9.78958
C -5.78884 0.71298 10.41148
C -6.04402 -0.06041 11.55078
C -5.04244 -0.89586 12.05870
C -3.79673 -0.96122 11.42749
O -1.05947 -0.32408 10.76142
O -1.76497 1.10382 8.80810
S -0.72768 -2.86976 9.27409
C 0.75174 -2.22602 10.07935
C 1.01947 -2.65333 11.37384
C 2.16325 -2.18844 12.02116
C 3.03176 -1.31748 11.35801
C 2.76709 -0.91960 10.04223
C 1.63156 -1.39884 9.38650
O -1.61350 -3.27149 10.35482
O -0.27093 -3.83257 8.29738
C -2.86785 -3.69286 7.26361
C -3.15313 -4.93762 6.73322
H -3.23913 -8.30177 4.77450
H -2.38050 -7.57078 6.17469
H -4.18208 -7.55054 6.10607
H -3.12666 -4.06612 3.44115
H -2.37887 -1.87934 4.43753
H -1.51791 -0.59824 6.48853
H -4.31854 1.26206 8.92056
H -6.56551 1.36155 10.00671
H -7.02489 -0.02016 12.03522
H -5.22877 -1.50179 12.94647
H -3.02420 -1.61385 11.81977
H 0.33074 -3.33444 11.86636
H 2.36096 -2.51970 13.04012
H 3.92442 -0.94978 11.86413
H 3.44470 -0.24711 9.51516
H 1.41623 -1.14416 8.35116
H -3.05337 -3.55535 8.32970
H -3.33387 -5.78691 7.39723

HOMO-LUMO gap ... 5.17 eV
HOMO ... -6.2 eV
Total charge ... 0
Multiplicity ... 1
Lowest unoccupied orbital energy ... -1.1 eV

These are the Löwdin partial charges, in e, on atoms 1 to 99:
1. C -0.053
2. C -0.361
3. C -0.077
4. C -0.126
5. C -0.028
6. C -0.058
7. C -0.033
8. C -0.112
9. C -0.379
10. C -0.056
11. C -0.073
12. C -0.084
13. N -0.015
14. N 0.162
15. N 0.011
16. C -0.089
17. C -0.117
18. C -0.363
19. C -0.065
20. C -0.073
21. C -0.021
22. C -0.052
23. C -0.032
24. C -0.125
25. C -0.368
26. C -0.070
27. C -0.068
28. C -0.122
29. C -0.151
30. C -0.019
31. C -0.085
32. C -0.089
33. C -0.075
34. C -0.021
35. C -0.260
36. C 0.000
37. H 0.064
38. H 0.073
39. H 0.089
40. H 0.112
41. H 0.067
42. H 0.083
43. H 0.084
44. H 0.109
45. H 0.109
46. H 0.114
47. H 0.103
48. H 0.083
49. H 0.080
50. H 0.082
51. H 0.085
52. H 0.073
53. H 0.075
54. H 0.131
55. H 0.054
56. H 0.073
57. H 0.094
58. H 0.088
59. H 0.073
60. H 0.082
61. H 0.108
62. H 0.110
63. H 0.113
64. H 0.128
65. H 0.073
66. H 0.086
67. H 0.073
68. H 0.077
69. H 0.084
70. H 0.076
71. H 0.117
72. H 0.103
73. H 0.101
74. H 0.104
75. H 0.095
76. H 0.031
77. H 0.026
78. C -0.053
79. O -0.072
80. C -0.239
81. C 0.006
82. C 0.005
83. C -0.206
84. C -0.005
85. C -0.337
86. S 0.712
87. C -0.249
88. C -0.060
89. C -0.075
90. C -0.078
91. C -0.067
92. C -0.052
93. O -0.313
94. O -0.309
95. S 0.696
96. C -0.295
97. C -0.059
98. C -0.066
99. C -0.076

(2)
Density functional theory data (ωB97M-V/def2-TZVPD) for a 8-piece molecular cluster, C54H59N4O overall at a distorted geometry.

Positions of all 118 atoms, in Å:
C -4.83715 -8.58586 2.18925
C -3.77448 -7.37779 1.73239
C -3.56501 -7.58311 0.10246
N -2.15066 -7.33935 -0.37593
C -1.96488 -6.61689 -1.54031
N -0.54752 -6.40122 -2.05968
C -0.77533 -5.60313 -3.35244
N -2.27181 -5.36656 -3.54378
N -2.94578 -5.94872 -2.47878
O -2.52306 -7.38704 2.50598
C -2.50991 -6.33423 3.54702
C -2.28167 -4.82242 2.89741
C -3.49348 -3.80334 2.44346
C -3.30507 -2.32360 1.75692
C -1.77030 -1.79908 1.50482
C -0.53848 -2.79163 1.97281
C -0.73207 -4.28152 2.66340
H -5.54303 -8.14896 3.01934
H -5.52763 -8.74541 1.22863
H -4.27399 -9.56655 2.49079
H -4.40366 -6.37346 1.85179
H -4.37546 -6.92238 -0.44809
H -3.82709 -8.71901 -0.15171
H -1.27554 -7.72088 0.07729
H 0.03096 -5.21470 -4.10813
H -2.79203 -4.87074 -4.30939
H -3.98733 -5.91648 -2.35860
H -3.42369 -6.38547 4.29098
H -1.54680 -6.54652 4.21482
H -4.60747 -4.20159 2.60006
H -4.29179 -1.74466 1.46265
H -1.62551 -0.74658 1.00919
H 0.56083 -2.41398 1.83104
H 0.20372 -4.93203 2.96511
C -2.03369 2.14196 2.76632
C -0.73848 1.62612 2.73296
C 0.35694 2.48198 2.84414
C 0.15666 3.85402 2.99877
C -1.13868 4.36939 3.03589
C -2.23395 3.51451 2.91536
H -2.88710 1.47501 2.67621
H -0.58263 0.55622 2.61938
H 1.36613 2.08050 2.81137
H 1.01012 4.52060 3.09035
H -1.29460 5.43846 3.15804
H -3.24283 3.91699 2.93879
C 3.42228 5.09507 1.01816
C 4.65815 5.00654 1.65812
C 5.33333 6.16674 2.03610
C 4.76735 7.41652 1.78267
C 3.52969 7.50489 1.14606
C 2.85884 6.34486 0.75974
H 2.89797 4.19072 0.72067
H 5.09590 4.03247 1.86172
H 6.29940 6.09758 2.52869
H 5.29110 8.32066 2.08155
H 3.08801 8.47889 0.95011
H 1.89723 6.41424 0.25887
C 3.87509 0.40818 6.61426
C 3.13734 -0.45760 5.80746
C 3.11351 -0.27381 4.42527
C 3.83620 0.77094 3.84844
C 4.57698 1.63445 4.65498
C 4.59330 1.45623 6.03806
H 3.89067 0.26669 7.69174
H 2.57979 -1.27581 6.25640
H 2.53317 -0.94453 3.79753
H 3.82169 0.91137 2.77086
H 5.14142 2.44759 4.20513
H 5.16607 2.13247 6.66656
C -5.79800 -2.63722 -3.43134
C -4.56213 -2.72576 -2.79139
C -3.88695 -1.56555 -2.41341
C -4.45293 -0.31577 -2.66684
C -5.69059 -0.22740 -3.30344
C -6.36144 -1.38743 -3.68976
H -6.32232 -3.54157 -3.72884
H -4.12438 -3.69982 -2.58778
H -2.92088 -1.63471 -1.92082
H -3.92919 0.58837 -2.36796
H -6.13227 0.74660 -3.49940
H -7.32305 -1.31805 -4.19063
C -4.18548 -7.92211 -8.93674
C -5.01903 -7.03861 -8.25163
C -4.61991 -6.51257 -7.02330
C -3.38162 -6.86277 -6.48430
C -2.54647 -7.74338 -7.17128
C -2.94965 -8.27666 -8.39521
H -4.49835 -8.33454 -9.89239
H -5.98094 -6.76042 -8.67498
H -5.27252 -5.82943 -6.48652
H -3.06830 -6.44911 -5.52941
H -1.58080 -8.01491 -6.75187
H -2.30114 -8.96696 -8.92748
C 0.93838 3.84677 -1.88259
C 0.20063 2.98099 -2.68938
C 0.17679 3.16478 -4.07158
C 0.89948 4.20953 -4.64840
C 1.64026 5.07303 -3.84187
C 1.65658 4.89482 -2.45879
H 0.95396 3.70528 -0.80510
H -0.35693 2.16278 -2.24045
H -0.40355 2.49406 -4.69932
H 0.88497 4.34996 -5.72598
H 2.20470 5.88617 -4.29171
H 2.22935 5.57106 -1.83028
C 8.04353 9.90633 1.90961
C 7.54442 10.45501 3.09054
C 8.03986 11.67144 3.55920
C 9.02844 12.34467 2.84088
C 9.52485 11.79776 1.65794
C 9.03598 10.57674 1.19419
H 7.65959 8.95661 1.54647
H 6.76921 9.93371 3.64659
H 7.65553 12.09540 4.48293
H 9.41118 13.29505 3.20338
H 10.29409 12.32334 1.09743
H 9.42687 10.14828 0.27549

HOMO-LUMO gap ... 6.51 eV
HOMO ... -10.2 eV
Total charge ... +1
Multiplicity ... 1
Lowest unoccupied orbital energy ... -3.7 eV

These are the Löwdin partial charges, in e, on atoms 1 to 99:
1. C -0.059
2. C -0.320
3. C -0.106
4. N 0.061
5. C -0.171
6. N 0.096
7. C 0.066
8. N -0.009
9. N 0.051
10. O -0.186
11. C -0.164
12. C -0.113
13. C -0.047
14. C -0.062
15. C -0.069
16. C -0.059
17. C -0.013
18. H 0.091
19. H 0.092
20. H 0.104
21. H 0.132
22. H 0.137
23. H 0.143
24. H 0.187
25. H 0.155
26. H 0.162
27. H 0.162
28. H 0.143
29. H 0.143
30. H 0.089
31. H 0.094
32. H 0.079
33. H 0.077
34. H 0.098
35. C -0.100
36. C -0.102
37. C -0.087
38. C -0.088
39. C -0.088
40. C -0.094
41. H 0.094
42. H 0.070
43. H 0.084
44. H 0.098
45. H 0.104
46. H 0.101
47. C -0.103
48. C -0.094
49. C -0.088
50. C -0.088
51. C -0.084
52. C -0.107
53. H 0.089
54. H 0.094
55. H 0.102
56. H 0.084
57. H 0.105
58. H 0.095
59. C -0.091
60. C -0.095
61. C -0.104
62. C -0.113
63. C -0.092
64. C -0.088
65. H 0.102
66. H 0.100
67. H 0.089
68. H 0.096
69. H 0.094
70. H 0.103
71. C -0.100
72. C -0.120
73. C -0.095
74. C -0.081
75. C -0.077
76. C -0.083
77. H 0.096
78. H 0.051
79. H 0.096
80. H 0.106
81. H 0.109
82. H 0.107
83. C -0.079
84. C -0.085
85. C -0.099
86. C -0.114
87. C -0.094
88. C -0.083
89. H 0.108
90. H 0.107
91. H 0.094
92. H 0.048
93. H 0.100
94. H 0.107
95. C -0.092
96. C -0.103
97. C -0.103
98. C -0.096
99. C -0.087